(1)
Here is one molecule with the formula C4H9NO2 from the Open Molecules 2025 dataset. Energies are from ωB97M-V with the def2-TZVPD basis set.

Its multiplicity is 1. The calculation puts the HOMO energy at -9.415 eV. The orbital gap is 10.1 eV. The energy relative to the best compared isomer or geometry (same formula, charge and spin) comes out at 292.7 kJ/mol. Its structure (SMILES) is C[C@@H](CO)NC=O.

Geometry (Å):
C  -0.5384  0.8839  -1.3759
C  -0.2911  0.1398  -0.1310
C  0.0556  -1.3034  -0.1541
O  -1.0121  -1.9796  -0.8159
N  0.6812  0.7885  0.6694
C  0.7507  0.7343  2.0897
O  1.7731  0.3999  2.7718
H  0.3680  1.3173  -1.7088
H  -1.3063  1.7741  -1.1751
H  -0.9686  0.2362  -2.2092
H  -1.0758  0.1357  0.5947
H  0.9703  -1.3884  -0.7234
H  -0.0344  -1.7484  0.9250
H  -0.6425  -2.1859  -1.7163
H  1.4807  1.3465  0.4807
H  -0.2106  0.8495  2.4785

Forces on atoms 1 to 2 (eV/Å):
-3.306 0.985 -1.314
-0.042 0.487 2.423

---

(2)
Here is C13H27BFeN6O4 as an isolated structure from the Open Molecules 2025 dataset. Energies are from ωB97M-V with the def2-TZVPD basis set.

Its multiplicity is 2. The calculation puts the HOMO energy (spin up / spin down) at -11.686 / -12.042 eV. As for the total charge: +1. The orbital gap (spin up / spin down) is 8.3 / 8.3 eV. As for the expectation value of S²: 0.753.

Geometry (Å):
Fe  0.2273  -0.0842  0.8660
N  0.9303  0.5055  2.6298
N  2.2727  0.8827  2.3790
C  2.8693  0.3887  1.1933
O  4.0454  0.5339  1.0043
O  2.0040  -0.1732  0.3834
H  0.4271  1.3069  2.9994
H  0.8884  -0.2256  3.3395
H  2.8787  1.0361  3.1705
C  -2.0036  -3.1404  -0.8446
C  -0.6842  -2.7768  -0.1923
C  -0.7682  -2.8596  1.3158
O  -0.4541  -1.3345  -0.5704
B  0.3828  -1.4088  -1.7060
O  0.8742  -2.6165  -1.9497
C  0.5470  -3.4962  -0.8154
C  0.2371  -4.8771  -1.3537
C  1.7754  -3.5345  0.0772
H  -2.7708  -2.4315  -0.5336
H  -2.3172  -4.1387  -0.5397
H  -1.9342  -3.1175  -1.9314
H  -1.6931  -2.4118  1.6830
H  0.0894  -2.3843  1.8081
H  -0.7551  -3.9028  1.6334
H  -0.5176  -4.8529  -2.1357
H  -0.1079  -5.5289  -0.5488
H  1.1452  -5.3095  -1.7704
H  2.0168  -2.5586  0.4959
H  2.6286  -3.8404  -0.5262
H  1.6490  -4.2607  0.8813
C  -0.9597  1.5472  -1.2219
N  -1.3612  2.8273  -1.7465
C  -2.2209  3.4993  -0.7723
N  -1.5243  3.7036  0.5026
C  -1.1167  2.4245  1.0232
N  -0.2112  1.6737  0.0844
C  0.9815  2.5642  -0.1851
N  0.5694  3.8445  -0.7071
C  -0.1618  3.6463  -1.9591
C  -0.3164  4.5039  0.2504
H  -0.2937  1.0495  -1.9285
H  -1.8347  0.9176  -1.0506
H  -3.1179  2.9007  -0.6033
H  -2.5185  4.4692  -1.1685
H  -1.9977  1.8032  1.2169
H  -0.5711  2.5843  1.9551
H  1.6280  2.0478  -0.8920
H  1.5191  2.6993  0.7540
H  0.4872  3.1565  -2.6857
H  -0.4625  4.6164  -2.3531
H  -0.6152  5.4738  -0.1451
H  0.2156  4.6584  1.1908

Forces on atoms 1 to 2 (eV/Å):
-0.294 -0.560 0.018
0.213 0.381 0.209

---

(3)
Here is a 2-piece molecular cluster, C7H14O overall from the Open Molecules 2025 dataset. Energies are from ωB97M-V with the def2-TZVPD basis set.

Its multiplicity is 1. The calculation puts the HOMO energy at -8.581 eV. The orbital gap is 9.5 eV. The energy relative to the best compared isomer or geometry (same formula, charge and spin) comes out at 183.2 kJ/mol. Its structure (SMILES) is C=C/C=C(/C)CC.O.

Geometry (Å):
C  1.1964  -0.0425  2.7338
C  0.2929  0.1334  1.7658
C  0.5723  -0.3930  0.3730
C  -0.2321  -0.1360  -0.6702
C  0.2166  -0.7959  -1.9717
C  -1.4644  0.7016  -0.5972
C  -2.6451  -0.1276  -1.1897
H  1.0868  0.1898  3.7806
H  2.0831  -0.5969  2.4284
H  -0.6789  0.5510  1.9860
H  1.3733  -1.1077  0.5126
H  -0.5139  -1.5615  -2.2384
H  1.1355  -1.3463  -1.8010
H  0.2922  -0.0375  -2.7525
H  -1.3272  1.7254  -0.9296
H  -1.8347  0.7145  0.4300
H  -2.6065  -1.1537  -0.8249
H  -2.7903  -0.1801  -2.2708
H  -3.5749  0.3191  -0.8338
O  3.2180  1.2906  0.4209
H  2.9035  1.5109  1.3018
H  3.2973  0.3423  0.3469

Forces on atoms 1 to 2 (eV/Å):
-0.049 -0.538 -0.670
0.312 -0.521 -0.477

---

(4)
Here is C4H8N2OS as an isolated structure from the Open Molecules 2025 dataset. Energies are from ωB97M-V with the def2-TZVPD basis set.

Its multiplicity is 1. The calculation puts the HOMO energy at -9.260 eV. The orbital gap is 9.9 eV. The energy relative to the best compared isomer or geometry (same formula, charge and spin) comes out at 295.5 kJ/mol.

Geometry (Å):
C  1.1448  -1.2272  -0.8196
C  1.9230  0.0610  -0.7952
C  -1.1867  -1.5427  -1.4851
C  -0.1130  1.7974  1.4504
N  -0.0918  -0.7314  -0.9961
N  -0.2917  1.8277  0.0634
O  1.5044  -2.3799  -0.7236
S  0.3132  1.0050  -1.0622
H  2.6615  0.2585  0.1096
H  2.4761  0.1520  -1.8418
H  -0.7157  -2.5720  -1.6378
H  -2.0982  -1.4728  -0.8114
H  -1.4281  -1.0882  -2.4825
H  -0.3807  2.7926  1.9544
H  -0.7719  1.0650  2.1233
H  0.8688  1.4530  1.7681

Forces on atoms 1 to 2 (eV/Å):
0.780 -0.578 0.859
2.572 0.769 -0.499

---

(5)
Here is one molecule with the formula C17H31NO from the Open Molecules 2025 dataset. Energies are from ωB97M-V with the def2-TZVPD basis set.

Its multiplicity is 1. The calculation puts the HOMO energy at -8.867 eV. The orbital gap is 9.6 eV. The energy relative to the best compared isomer or geometry (same formula, charge and spin) comes out at 10.5 kJ/mol. Its structure (SMILES) is CC(C)=CCC[C@@H](C)N(C=O)[C@H](C)CCC=C(C)C.

Geometry (Å):
C  3.8958  -1.5235  -1.3600
C  4.6860  -0.7384  -0.3558
C  6.1204  -0.5260  -0.7420
C  4.1959  -0.2505  0.7775
C  2.7819  -0.3684  1.2658
C  1.9128  0.7479  0.6740
C  0.4246  0.6013  1.0257
C  0.1561  0.8056  2.5180
N  -0.3835  1.4940  0.2025
C  -0.3081  2.8249  0.3662
O  -0.8713  3.6691  -0.2938
C  -1.1614  0.9339  -0.9030
C  -0.5759  1.3631  -2.2488
C  -2.6405  1.3253  -0.8056
C  -3.2911  0.8752  0.5087
C  -3.1835  -0.6059  0.7273
C  -3.9204  -1.5445  0.1446
C  -3.6989  -3.0023  0.4259
C  -5.0171  -1.2692  -0.8402
H  4.4434  -2.4196  -1.6492
H  3.7464  -0.9256  -2.2596
H  2.9221  -1.8168  -0.9811
H  6.6358  -1.4832  -0.8197
H  6.1801  -0.0396  -1.7152
H  6.6398  0.0892  -0.0121
H  4.8517  0.3263  1.4164
H  2.3573  -1.3360  0.9892
H  2.7756  -0.2996  2.3542
H  2.0147  0.7273  -0.4130
H  2.2810  1.7155  1.0194
H  0.1146  -0.4177  0.7681
H  0.5497  -0.0356  3.0823
H  0.6233  1.7141  2.8887
H  -0.9138  0.8685  2.7011
H  0.3450  3.1071  1.2117
H  -1.0937  -0.1564  -0.8194
H  -0.6404  2.4424  -2.3506
H  -1.1308  0.8984  -3.0596
H  0.4675  1.0644  -2.3252
H  -2.7258  2.4074  -0.8987
H  -3.1616  0.8622  -1.6443
H  -4.3396  1.1813  0.4931
H  -2.8113  1.4002  1.3365
H  -2.4116  -0.9187  1.4194
H  -4.5891  -3.4389  0.8785
H  -3.5044  -3.5398  -0.5021
H  -2.8595  -3.1537  1.1000
H  -4.6787  -1.5023  -1.8504
H  -5.3318  -0.2306  -0.8176
H  -5.8779  -1.9016  -0.6279

Forces on atoms 1 to 2 (eV/Å):
-0.051 0.077 0.197
0.181 -0.036 -0.069

---

(6)
Here is a 2-piece molecular cluster, CH3NO2 overall from the Open Molecules 2025 dataset. Energies are from ωB97M-V with the def2-TZVPD basis set.

Its multiplicity is 1. The calculation puts the HOMO energy (spin up / spin down) at -9.951 / -8.962 eV. The orbital gap (spin up / spin down) is 9.4 / 8.1 eV. The energy relative to the best compared isomer or geometry (same formula, charge and spin) comes out at 534.5 kJ/mol.

Geometry (Å):
C  -0.0849  -0.4676  0.7887
N  0.6307  1.0988  -1.4073
O  0.1562  1.2344  -2.4233
O  -0.7154  0.0505  -0.2881
H  -0.8205  -1.0675  1.3582
H  0.1641  0.3110  1.4134
H  0.6698  -1.1596  0.5583

Forces on atoms 1 to 2 (eV/Å):
-1.853 -1.080 0.208
-1.409 -0.636 -0.290

---

(7)
Here is C31H47NO3P2SSc as an isolated structure from the Open Molecules 2025 dataset. Energies are from ωB97M-V with the def2-TZVPD basis set.

Its multiplicity is 1. The calculation puts the HOMO energy (spin up / spin down) at -9.712 / -9.039 eV. As for the total charge: +1. The orbital gap (spin up / spin down) is 6.7 / 5.2 eV. The energy relative to the best compared isomer or geometry (same formula, charge and spin) comes out at 776.5 kJ/mol.

Geometry (Å):
Sc  0.0045  -0.0873  -0.3767
C  0.3813  3.0579  -1.0990
C  -0.7207  2.9620  -0.2005
C  1.1763  3.3741  1.0382
C  1.5483  3.3050  -0.3274
C  -0.2155  3.1294  1.1278
C  0.3005  3.1384  -2.5749
H  -0.6259  2.6888  -2.9553
H  1.1523  2.6279  -3.0475
H  0.3131  4.1937  -2.9009
C  2.8435  3.7471  -0.8716
H  3.0167  3.3192  -1.8647
H  3.6691  3.4513  -0.2152
H  2.8697  4.8487  -0.9665
C  2.0437  3.8721  2.1196
H  2.3786  4.8908  1.8757
H  2.9296  3.2434  2.2574
H  1.4951  3.8976  3.0641
C  -1.0270  3.2799  2.3516
H  -1.0333  4.3375  2.6628
H  -0.6251  2.6894  3.1862
H  -2.0680  2.9833  2.1811
C  -2.1511  3.0519  -0.5738
H  -2.4823  4.1036  -0.5554
H  -2.7861  2.4877  0.1213
H  -2.3288  2.6752  -1.5858
C  -1.4083  -3.6280  -2.0408
C  -2.0733  -2.6875  -2.9764
C  -3.5999  -2.5923  -2.9735
C  -4.3913  -2.5399  -1.6420
C  -3.6680  -1.9810  -0.4535
C  -3.0710  -2.7941  0.4380
C  -2.7482  -4.2465  0.1847
C  -2.2365  -4.5940  -1.2367
H  -3.8956  -3.5059  -3.5134
H  -4.7820  -3.5488  -1.4416
H  -3.8982  -1.7187  -3.5633
H  -3.0895  -4.9207  -1.8441
H  -0.4613  -4.0786  -2.3569
H  -1.7305  -2.6759  -4.0147
H  -1.6328  -5.5089  -1.1296
H  -1.9948  -4.5935  0.9129
H  -2.9152  -2.4841  1.4727
H  -3.6465  -4.8627  0.3656
H  -5.2931  -1.9304  -1.8184
H  -3.9166  -0.9434  -0.2154
P  -1.0257  -1.5740  -2.1583
P  -0.9753  -0.1919  2.2196
C  -0.1910  -2.1531  0.1760
C  -0.2325  -1.9087  1.6614
H  0.6030  -2.8179  -0.1924
H  -1.1773  -2.5527  -0.1210
H  -0.9345  -2.6060  2.1389
H  0.7723  -1.9925  2.1185
C  -0.4310  -0.2678  3.9445
H  -0.0833  0.7352  4.2327
H  0.3979  -0.9837  4.0505
H  -1.2959  -0.5828  4.5521
C  -2.7970  -0.2392  2.3958
H  -3.0963  -1.0465  3.0750
H  -3.2866  -0.3623  1.4221
H  -3.1068  0.7328  2.8076
C  0.5396  -1.6874  -3.1076
H  0.9551  -0.6897  -3.3230
H  0.3677  -2.2556  -4.0453
H  1.2742  -2.2275  -2.4875
C  -1.9201  0.0339  -2.0131
H  -1.7507  0.5585  -1.0426
H  -3.0148  -0.1319  -2.0541
H  -1.6498  0.7572  -2.7884
O  2.0184  0.2469  -1.2634
C  2.6362  0.2683  -0.1279
N  1.8867  0.1564  0.9782
S  2.7831  0.0300  2.3844
O  2.5460  1.1833  3.2257
O  2.6018  -1.2795  2.9604
C  4.2982  0.1747  1.5249
C  5.5759  0.1295  2.0829
C  6.6746  0.2594  1.2224
C  6.4660  0.4747  -0.1512
C  5.1730  0.5260  -0.6938
C  4.0782  0.3296  0.1644
H  5.7151  -0.0218  3.1512
H  7.6930  0.2354  1.6144
H  7.3294  0.5935  -0.8090
H  4.9774  0.7135  -1.7493

Forces on atoms 1 to 2 (eV/Å):
1.775 0.376 1.409
-2.932 -0.576 0.748

---

(8)
Here is Br2H10O5Ti as an isolated structure from the Open Molecules 2025 dataset. Energies are from ωB97M-V with the def2-TZVPD basis set.

Its multiplicity is 2. The calculation puts the HOMO energy (spin up / spin down) at -13.030 / -13.468 eV. As for the total charge: +1. The orbital gap (spin up / spin down) is 7.9 / 8.9 eV. As for the expectation value of S²: 0.754.

Geometry (Å):
Ti  -0.0650  0.2471  -0.2880
Br  2.1175  0.2211  1.3313
Br  -2.3385  -0.2617  -1.3581
O  -0.4083  -2.1628  0.0750
H  -1.2347  -2.5931  -0.2594
H  0.3369  -2.7873  -0.1047
O  -1.1226  1.8548  0.8559
H  -1.4158  1.3848  1.6578
H  -0.3930  2.3685  1.2365
O  0.5935  2.1294  -1.2098
H  0.0949  2.7736  -1.7420
H  1.5003  2.0323  -1.6898
O  1.4678  -0.5332  -1.6150
H  2.0071  -1.0820  -1.0361
H  1.0640  -1.1161  -2.3075
O  -0.8116  -0.4870  1.9618
H  -1.3600  -1.2783  1.9927
H  -0.0325  -0.7104  2.4994

Forces on atoms 1 to 2 (eV/Å):
-0.800 -0.286 1.239
-0.867 0.088 -0.821

---

So what do the calculations give for molecular weight? Going down the list: 103.12, 398.05, 114.19, 132.19, 265.44, 61.04, 620.69, 297.75 g mol⁻¹.
So what do the calculations give for max |F|? Going down the list: 4.98, 0.63, 3.35, 4.04, 0.76, 2.79, 3.08, 2.73 eV/A.